Here is a 2-piece molecular cluster, C13H16OS overall at a distorted geometry from OMol25. Energies are from ωB97M-V/def2-TZVPD.

```
31
Properties=species:S:1:pos:R:3
C -1.7696 0.0369 -2.1017
C -3.2730 1.2159 -0.6468
C -1.0897 -0.4200 -1.0044
C -2.5694 0.8558 0.4395
C -2.9199 0.8588 -1.9761
C -1.4958 -0.0428 0.3384
C -3.6607 1.1838 -3.2035
C 2.4110 -1.4985 1.6274
C 2.2337 -0.3214 2.5946
C 2.4428 -0.1361 1.2244
C 3.4145 -0.2593 -0.9528
C 2.9260 0.6543 0.1468
C -1.1016 -0.8940 1.3278
O -4.6146 1.8956 -3.2273
S -1.1004 -0.7601 3.0492
H -1.3911 -0.3664 -3.0697
H -4.2683 1.8104 -0.6835
H -0.3876 -1.2842 -1.1258
H -2.9738 1.2502 1.3727
H -3.2405 0.6149 -4.0747
H 3.3251 -2.0339 1.7511
H 1.4937 -1.9134 1.5181
H 1.3022 -0.1903 3.1300
H 2.9888 0.1490 3.1443
H 2.7881 -1.0628 -1.0330
H 4.3818 -0.5497 -0.8051
H 3.2675 0.2054 -1.8919
H 1.9644 1.0670 -0.2434
H 3.6093 1.4869 0.2357
H -0.7238 -1.7973 0.9034
H -1.9691 0.2456 3.2363
```

## Properties
LUMO (spin up / spin down) = -0.048 / 0.014 Ha
Maximum force = 4.54 eV Å⁻¹
HOMO energy (spin up / spin down) = -6.82 / -7.29 eV
Relative energy (zero: lowest compared OMol25 entry of this formula, charge and spin) = 3.390 eV
Calculated total energy = -26616.915 eV
HOMO-LUMO gap (spin up / spin down) = 5.52 / 7.68 eV


Here is C13H17AlAsF6N3O2SSi as an isolated structure from OMol25. Energies are from ωB97M-V/def2-TZVPD.

```
45
Properties=species:S:1:pos:R:3
Al -0.0678 0.3482 -0.2388
C 0.1220 4.9013 5.0750
Si 0.0974 4.5634 3.2521
C 1.6177 5.2097 2.4074
C -1.4743 5.1909 2.4834
C 0.1223 2.6463 3.0746
C 0.1977 1.8192 4.2045
C 0.2671 0.4461 4.0928
C 0.2668 -0.1499 2.8180
N 0.1874 0.5858 1.7412
C 0.1080 1.9533 1.8442
S -0.0288 2.6585 0.3047
H 0.1113 5.9823 5.2307
H 1.0188 4.5127 5.5627
H -0.7558 4.4922 5.5807
H 1.7079 6.2812 2.5982
H 1.5718 5.0651 1.3267
H 2.5220 4.7246 2.7802
H -1.5675 6.2607 2.6833
H -2.3483 4.6938 2.9093
H -1.4862 5.0514 1.4006
H 0.2092 2.2680 5.1891
H 0.3260 -0.1841 4.9690
H 0.3337 -1.2216 2.6851
F 1.2740 -0.6609 -0.5571
As 3.3226 -0.3388 -0.0916
F 2.6851 1.2248 0.3079
F 2.7847 -0.8555 1.4495
F 4.9121 -0.0104 0.3263
F 3.4873 -1.9520 -0.5641
F 3.3582 0.1570 -1.7127
C -5.4133 -0.5782 1.1625
N -4.2622 -0.3397 0.2850
C -4.4096 -0.2163 -1.0552
C -3.3763 0.0051 -1.9098
C -2.1137 0.0777 -1.2969
O -0.9666 0.3071 -1.8530
N -1.9606 -0.0786 0.0327
C -3.0060 -0.2561 0.9019
O -2.8829 -0.3309 2.1042
H -6.3214 -0.4440 0.5823
H -5.3912 0.1258 1.9888
H -5.3753 -1.5880 1.5650
H -5.4266 -0.2957 -1.4156
H -3.5087 0.1156 -2.9726
```

## Properties
LUMO (spin up / spin down) = -0.131 / -0.262 Ha
Spin multiplicity = 2
Maximum force = 0.72 eV Å⁻¹
HOMO energy (spin up / spin down) = -12.72 / -12.72 eV
Relative energy (zero: lowest compared OMol25 entry of this formula, charge and spin) = 0.237 eV
Calculated total energy = -124778.533 eV
HOMO-LUMO gap (spin up / spin down) = 9.14 / 5.60 eV
Total charge = +1


Here is a 2-piece molecular cluster, C13H17BrClN3O overall from OMol25. Energies are from ωB97M-V/def2-TZVPD.

```
36
Properties=species:S:1:pos:R:3
C 1.1594 2.2369 -1.1770
C 0.5928 1.4608 -1.8908
C -0.0557 0.4721 -2.7498
Cl -1.0108 1.2789 -4.0315
C 0.9733 -0.3082 -3.4559
N 1.7520 -0.9387 -4.0121
C -0.9378 -0.5362 -1.8912
N -1.6620 -1.4129 -2.7943
C 0.0486 -1.3128 -1.1081
N 0.8368 -1.8329 -0.4581
C -1.8100 0.2033 -0.8344
Br -2.7504 -1.1279 0.2288
C -2.7784 1.2813 -1.3047
C -3.9377 0.8421 -2.1959
H 1.6796 2.8818 -0.5081
H -2.6495 -1.4198 -2.5737
H -1.3393 -2.3682 -2.7148
H -1.1143 0.6665 -0.1402
H -2.2121 2.0769 -1.7884
H -3.1927 1.7199 -0.3944
H -4.4891 0.0247 -1.7295
H -3.5856 0.5070 -3.1700
H -4.6307 1.6678 -2.3432
C 2.7739 -1.1189 4.0714
C 2.1154 -1.3074 2.7058
C 1.4604 0.0508 2.4975
O 2.2904 1.0065 3.1609
C 3.2369 0.3303 3.9907
H 3.5937 -1.8103 4.2612
H 2.0353 -1.2374 4.8672
H 2.8709 -1.4821 1.9381
H 1.3999 -2.1262 2.6652
H 0.4593 0.0807 2.9431
H 1.3787 0.3226 1.4434
H 4.2287 0.4025 3.5312
H 3.2700 0.8265 4.9615
```

## Properties
LUMO = 0.007 Ha
Maximum force = 0.44 eV Å⁻¹
HOMO energy = -9.42 eV
Calculated total energy = -102836.097 eV
SMILES string = C#C[C@@](Cl)(C#N)[C@@](N)(C#N)[C@H](Br)CC.C1CCOC1
HOMO-LUMO gap = 9.60 eV


Here is C13H17CoF3N5OS as an isolated structure from OMol25. Energies are from ωB97M-V/def2-TZVPD.

```
41
Properties=species:S:1:pos:R:3
Co -0.1844 -0.0875 0.2878
N -0.1363 2.7377 3.0070
C -0.2179 2.0216 1.9110
O 0.0324 0.7776 1.9350
C -0.6301 2.6028 0.5869
C -0.0928 1.6607 -0.4845
H 0.1141 2.3017 3.8835
H -0.3174 3.7291 3.0006
H -0.2559 3.6215 0.4611
H -1.7213 2.6617 0.5716
H 0.9596 1.8512 -0.6845
H -0.6647 1.6506 -1.4093
F 6.1288 -1.8951 -1.4545
C 5.8280 -1.4704 -0.2282
F 6.1558 -2.4208 0.6484
F 6.5555 -0.3816 0.0367
C 4.3511 -1.1337 -0.1124
C 3.5767 -0.9339 -1.2428
C 2.2487 -0.6028 -1.0788
N 1.6884 -0.4626 0.1328
C 2.4447 -0.6567 1.2274
C 3.7787 -0.9977 1.1415
H 3.9953 -1.0351 -2.2339
H 1.6034 -0.4314 -1.9306
H 1.9551 -0.5371 2.1822
H 4.3568 -1.1566 2.0412
C -5.3983 0.8013 -0.4485
C -4.3626 0.1695 0.4832
C -3.3061 -0.5804 -0.2515
N -2.0368 -0.4280 -0.1081
N -1.2424 -1.2595 -0.8822
C -1.9458 -2.0512 -1.6568
N -1.4345 -2.9362 -2.5036
S -3.6554 -1.8114 -1.4375
H -6.1328 1.3501 0.1365
H -5.9377 0.0434 -1.0179
H -4.9336 1.4929 -1.1510
H -4.8476 -0.5248 1.1742
H -3.8603 0.9211 1.0938
H -0.4375 -3.0600 -2.5699
H -2.0207 -3.5398 -3.0560
```

## Properties
LUMO = -0.259 Ha
Maximum force = 0.58 eV Å⁻¹
HOMO energy = -16.17 eV
Calculated total energy = -79855.673 eV
HOMO-LUMO gap = 9.13 eV
Total charge = +2


Here is C13H17CoIN2 as an isolated structure at a distorted geometry from OMol25. Energies are from ωB97M-V/def2-TZVPD.

```
34
Properties=species:S:1:pos:R:3
C 1.9278 0.6857 -2.0429
C 0.6921 1.4064 -2.6340
H 2.4695 1.3524 -1.3696
H 2.6190 0.4475 -2.8590
H 1.7749 -0.2741 -1.5263
H -0.2109 1.5227 -2.0016
H 1.0090 2.4464 -2.7823
H 0.3959 1.0204 -3.6149
C 2.0594 0.6665 1.2357
C 2.4573 0.9246 2.5530
C 1.5086 1.3838 3.4717
C 0.1943 1.5528 3.0500
H 2.7596 0.2555 0.5053
H 3.4954 0.7507 2.8316
H 1.7718 1.5995 4.5026
H -0.5993 1.8847 3.7149
N 0.7946 0.8554 0.8120
C -0.1439 1.2655 1.7142
C -1.5179 1.2374 1.2194
N -1.6848 0.7947 -0.0722
C -2.9321 0.6746 -0.5787
C -3.9184 1.3500 1.5147
C -4.0656 0.9141 0.1989
H -2.9894 0.3400 -1.6129
H -5.0380 0.7390 -0.2488
C -2.6318 1.5268 2.0180
H -2.4540 1.8794 3.0315
H -4.7788 1.5629 2.1425
Co -0.0827 0.0500 -0.9691
C -1.0391 -0.8873 -2.4187
H -1.4999 -0.1253 -3.0796
H -1.8322 -1.5748 -2.0954
H -0.3106 -1.4577 -3.0172
I 0.0558 -2.1944 -0.0124
```

## Properties
LUMO (spin up / spin down) = -0.026 / -0.026 Ha
Spin multiplicity = 4
Maximum force = 2.92 eV Å⁻¹
HOMO energy (spin up / spin down) = -5.63 / -6.96 eV
Relative energy (zero: lowest compared OMol25 entry of this formula, charge and spin) = 0.346 eV
Calculated total energy = -62463.272 eV
HOMO-LUMO gap (spin up / spin down) = 4.92 / 6.26 eV


Here is C13H17CoN3O5S as an isolated structure from OMol25. Energies are from ωB97M-V/def2-TZVPD.

```
40
Properties=species:S:1:pos:R:3
Co 0.7769 -0.9052 -0.1490
N 0.4436 -1.0905 1.7971
C 0.0915 0.2135 2.4055
C 0.0053 1.3570 1.3727
O -0.4030 2.4323 1.7961
O 0.3123 1.0589 0.1772
H -0.1911 -1.8170 2.1064
H 1.3870 -1.3642 2.0656
H 0.8201 0.4943 3.1647
H -0.8777 0.1448 2.9020
O 1.4171 -0.8456 -2.0574
C 2.3319 0.1830 -2.2881
C 2.1710 0.9995 -3.3917
C 3.0909 2.0094 -3.6225
C 4.1599 2.1826 -2.7574
C 4.3051 1.3428 -1.6657
C 3.3907 0.3299 -1.4028
C 3.6185 -0.5471 -0.1820
O 4.7380 -0.6114 0.2861
O 2.5935 -1.1714 0.3106
H 0.7315 -0.8159 -2.7367
H 1.3285 0.8547 -4.0589
H 2.9664 2.6587 -4.4786
H 4.8787 2.9708 -2.9340
H 5.1366 1.4456 -0.9820
C -3.0078 1.1298 0.2874
N -3.1540 -0.2630 0.6691
C -4.0086 -0.6450 1.7876
C -3.8677 -2.1757 1.8402
N -2.7678 -2.4085 0.9100
C -2.4750 -1.3016 0.1923
S -1.4035 -1.2787 -1.1168
H -3.9488 1.4958 -0.1275
H -2.2145 1.2172 -0.4473
H -2.7353 1.7294 1.1557
H -5.0355 -0.3308 1.5992
H -3.6649 -0.1566 2.7027
H -4.7772 -2.6785 1.5073
H -3.6173 -2.5329 2.8377
H -2.5453 -3.3105 0.5253
```

## Properties
LUMO (spin up / spin down) = -0.001 / -0.001 Ha
Spin multiplicity = 2
Maximum force = 0.39 eV Å⁻¹
HOMO energy (spin up / spin down) = -8.44 / -8.71 eV
Relative energy (zero: lowest compared OMol25 entry of this formula, charge and spin) = 0.736 eV
Calculated total energy = -76928.762 eV
HOMO-LUMO gap (spin up / spin down) = 8.41 / 8.68 eV


Here is an isolated molecule of C13H17FIN3OS at a distorted geometry from OMol25. Energies are from ωB97M-V/def2-TZVPD.

```
37
Properties=species:S:1:pos:R:3
C 3.9793 0.3760 1.1517
C 3.1216 -0.7935 0.3948
N 2.8157 -0.3346 -0.9953
C 1.3766 -0.3372 -1.3119
C 0.2591 0.4150 -0.5538
C 0.6046 1.2792 0.7447
C 0.4440 0.5070 2.1462
C -0.2737 -0.9260 2.0646
I -0.7908 1.7275 3.5186
C -1.2828 0.4045 -0.9938
O -2.1992 1.1797 -0.2325
C -3.3336 0.4054 0.2409
C -4.5834 1.4560 0.3416
C -1.6333 -0.4245 -2.2572
F -2.9654 -0.4741 -2.7634
C -0.5524 -1.2549 -3.0819
N -0.7592 -2.0833 -4.2554
S 0.8242 -2.6535 -4.6598
N 1.8475 -1.9727 -3.4390
C 0.9446 -1.1931 -2.5907
H 5.1001 0.1069 1.0875
H 3.8536 1.4060 0.6715
H 3.7235 0.4680 2.2623
H 2.2170 -1.1289 1.0036
H 3.8387 -1.6928 0.3108
H 3.2566 0.5673 -1.2263
H 1.6686 1.6881 0.6034
H -0.1077 2.1891 0.7293
H 1.4470 0.3529 2.6743
H -0.2098 -1.3875 3.1283
H 0.2208 -1.6775 1.3588
H -1.3866 -0.8967 1.8062
H -3.6292 -0.4770 -0.4210
H -3.2120 -0.0082 1.3101
H -5.4355 1.1966 -0.3744
H -4.9868 1.4531 1.4299
H -4.2017 2.5380 0.1774
```

## Properties
LUMO = -0.046 Ha
Maximum force = 5.38 eV Å⁻¹
HOMO energy = -8.52 eV
Calculated total energy = -41920.507 eV
SMILES string = CCNc1c(C[C@H](C)I)c(OCC)c(F)c2nsnc12
HOMO-LUMO gap = 7.28 eV


Here is C13H17IMgN2O3S as an isolated structure at a distorted geometry from OMol25. Energies are from ωB97M-V/def2-TZVPD.

```
38
Properties=species:S:1:pos:R:3
C 2.8347 -2.2735 -0.5679
C -2.1353 -2.3289 0.0006
H 3.4772 -2.8426 -1.2497
H 1.8171 -2.2552 -1.0036
H 2.8536 -2.6991 0.4393
H -2.8088 -1.7330 -0.6160
H -2.1445 -3.3690 -0.3865
H -2.5106 -2.3555 1.0242
C 0.9675 -0.4960 -2.5677
C 1.4958 0.5507 -3.3227
C 0.9958 1.8364 -3.1297
C 0.0078 2.0219 -2.1666
H 1.3173 -1.5188 -2.7435
H 2.2994 0.3367 -4.0240
H 1.3795 2.6838 -3.7017
H -0.4268 3.0017 -1.9751
N 0.0846 -0.3096 -1.5797
C -0.4252 0.9369 -1.3819
C -1.4228 1.1255 -0.3001
N -1.5508 0.1628 0.6157
C -2.3840 0.2897 1.6351
C -3.1359 2.4321 0.8288
C -3.2128 1.4116 1.7812
H -2.4306 -0.5250 2.3610
H -3.8909 1.4425 2.6296
C -2.2371 2.2839 -0.2254
H -2.1398 3.0236 -1.0156
H -3.7666 3.3225 0.8976
Mg -0.1619 -1.9157 -0.1453
I 3.7729 -0.3976 -0.5803
C 2.4799 -0.2605 3.0028
S 0.9147 -0.1689 2.1378
O -0.0789 0.0698 3.1618
O 1.0881 0.8579 1.1083
O 0.7703 -1.5614 1.5366
H 2.7455 0.7678 3.2609
H 3.2480 -0.6929 2.3574
H 2.3134 -0.8543 3.9044
```

## Properties
LUMO = -0.009 Ha
Maximum force = 2.40 eV Å⁻¹
HOMO energy = -7.62 eV
Relative energy (zero: lowest compared OMol25 entry of this formula, charge and spin) = 3.883 eV
Calculated total energy = -47260.807 eV
HOMO-LUMO gap = 7.38 eV